270
Properties=species:S:1:pos:R:3:forces:R:3 method="wB97M-V/def2-TZVPD" charge=0 homo_lumo_gap_ev=8.96 de_lowest_kj_mol=205.3
C 0.281771 -7.056929 0.488181 0.5 -0.2 -0.3
C 0.286237 -5.655839 1.083896 -0.7 0.6 -0.5
C 1.718588 -5.151650 1.103482 0.4 -0.4 0.5
C -0.572829 -4.634836 0.287328 0.4 -0.7 -0.2
C -2.016803 -5.034755 0.380206 -0.8 0.8 1.2
C -2.482640 -4.892909 1.858230 0.0 -0.3 -0.3
C -1.681203 -5.874416 2.740574 0.3 0.9 0.3
C -1.860903 -5.695595 4.294092 0.0 1.0 -1.2
C -2.136785 -7.265948 2.489214 -1.1 -1.4 0.0
N -0.248067 -5.622358 2.435920 0.2 -0.6 1.4
O 0.461648 -6.667919 3.171215 0.2 0.9 0.1
H 0.741397 -7.726064 1.221785 0.0 0.0 -0.4
H -0.692547 -7.437066 0.253075 -0.5 -0.1 0.1
H 0.830012 -7.102384 -0.457817 0.2 0.1 0.2
H 2.390347 -5.895458 1.562015 -0.2 0.1 -0.3
H 1.963358 -5.059567 0.048850 0.5 0.4 0.0
H 1.873762 -4.221036 1.678707 -0.4 -0.2 -0.5
H -0.418647 -3.642046 0.743887 0.0 -0.2 -0.5
H -0.308566 -4.675499 -0.786795 0.4 0.3 0.5
H -2.660540 -4.428604 -0.263441 0.1 0.1 0.0
H -2.146776 -6.064683 0.066645 -0.1 -0.1 -0.1
H -3.548250 -5.101420 1.894568 -0.2 -0.3 0.3
H -2.392461 -3.871988 2.237097 0.4 0.1 -0.2
H -1.359530 -4.773685 4.632065 -0.1 -0.4 0.0
H -1.492495 -6.572377 4.832548 -0.1 0.2 -0.1
H -2.931457 -5.564450 4.462036 0.0 -0.1 0.2
H -2.387987 -7.520336 1.455051 0.3 0.0 0.2
H -3.065544 -7.403055 3.062130 0.1 0.0 -0.2
H -1.432789 -7.968349 2.923424 0.1 -0.2 -0.3
H 0.939166 -6.138576 3.820573 0.0 -0.2 0.0
C 3.595188 2.074800 7.113833 -1.7 -1.0 0.6
C 2.993088 2.959947 6.040514 -0.6 0.8 0.4
C 2.909175 2.091733 4.824948 0.1 0.4 -1.1
C 1.615157 3.614724 6.440286 -0.1 -1.2 -0.8
C 1.118483 4.617354 5.390638 0.6 0.1 0.8
C 2.124524 5.741938 5.387062 -0.5 0.7 -0.4
C 3.484194 5.279998 5.002878 2.1 -1.3 -0.9
C 3.557884 4.872735 3.544637 -0.5 -0.8 -1.4
C 4.524650 6.398803 5.232475 -0.9 0.1 -0.7
N 3.870023 4.117377 5.840137 0.9 0.3 0.6
O 5.126003 3.599056 5.331354 -0.2 0.6 0.6
H 2.803537 1.303585 7.230484 0.3 0.2 0.4
H 4.448718 1.459498 6.787134 0.1 0.8 0.2
H 3.673491 2.572131 8.086819 0.5 -0.1 -0.2
H 2.499419 1.099130 4.961604 -0.3 -0.1 0.3
H 2.360228 2.659796 4.086841 -0.3 -0.7 -0.4
H 3.934614 1.994717 4.470177 -0.1 -0.3 -0.2
H 0.817355 2.880511 6.476627 0.2 -0.7 0.4
H 1.717427 4.037467 7.434044 -0.1 0.4 0.1
H 1.022588 4.162213 4.399988 0.2 0.0 0.1
H 0.114859 4.979052 5.601567 0.0 0.0 0.4
H 2.297213 6.185238 6.364609 -0.7 0.1 0.4
H 1.787906 6.527127 4.703720 0.3 0.2 0.0
H 4.515548 4.504241 3.130360 -0.1 0.8 0.6
H 3.133942 5.660226 2.943939 0.3 0.6 -0.5
H 2.911115 4.030353 3.289051 -0.1 0.3 0.3
H 4.244955 7.204552 4.514003 0.3 -0.2 0.7
H 5.529087 6.068380 4.966831 -0.1 0.0 0.2
H 4.453334 6.735901 6.269346 0.2 0.1 -0.1
H 5.658810 3.631196 6.134675 0.2 0.0 -0.2
C 7.513645 3.695954 -0.922291 0.2 -0.5 -0.6
C 8.147668 2.627383 -0.008207 -0.8 0.7 -0.8
C 9.305334 1.983600 -0.807077 0.2 0.5 0.1
C 8.609496 3.176430 1.324821 0.1 0.1 0.9
C 7.457497 3.683650 2.235407 -0.6 -0.9 -0.5
C 6.498983 2.494662 2.561872 1.2 -0.5 -1.4
C 6.006493 1.854125 1.172829 0.2 1.1 1.9
C 5.361726 0.521874 1.485070 -0.7 0.0 -0.1
C 4.990433 2.783702 0.545606 -0.8 0.8 0.3
N 7.174170 1.578063 0.312209 -1.0 -0.3 -1.0
O 6.512556 1.191364 -0.983795 1.6 -1.3 1.5
H 6.867128 3.130167 -1.589176 0.0 0.3 -0.3
H 6.878293 4.439092 -0.464711 0.3 0.3 0.3
H 8.283709 4.154484 -1.541523 0.0 0.3 0.1
H 9.598428 1.039582 -0.350234 0.2 0.1 0.2
H 9.030950 1.749341 -1.847646 -0.1 0.2 0.4
H 10.162593 2.698777 -0.839706 -0.5 -0.6 0.1
H 9.123099 2.326157 1.792222 0.2 0.4 0.3
H 9.293652 4.012793 1.152009 0.2 -0.3 0.0
H 7.781975 4.220684 3.138636 0.2 -0.3 -0.3
H 6.903434 4.395649 1.610115 0.0 0.2 0.5
H 5.701278 2.725321 3.284658 0.1 0.0 -0.7
H 7.079563 1.670893 3.006073 0.1 0.3 0.2
H 4.719524 0.616609 2.371671 0.2 -0.1 -0.1
H 6.094931 -0.266254 1.615846 0.2 -0.1 0.2
H 4.717883 0.260012 0.651173 -0.1 -0.3 -0.1
H 4.042370 2.810923 1.107671 0.4 -0.2 0.2
H 4.714971 2.491270 -0.453468 0.1 -0.1 -0.4
H 5.356628 3.811345 0.521408 -0.2 -0.1 0.0
H 6.805945 0.265145 -0.897736 -0.5 0.3 -0.9
C -2.017004 4.766418 0.792709 0.1 -0.9 -0.6
C -0.838578 5.493107 1.407358 0.6 0.7 -0.8
C -1.176755 5.600012 2.902577 0.4 0.9 -0.4
C 0.556082 4.791293 1.153461 -1.1 0.1 0.4
C 0.887912 4.790952 -0.313814 0.1 -0.4 -0.9
C 1.127377 6.219103 -0.763584 -0.3 0.0 -0.1
C -0.148437 7.058719 -0.595656 -0.7 -0.3 0.9
C 0.118525 8.552625 -0.720278 0.4 0.2 -0.3
C -1.209688 6.671211 -1.643457 0.2 0.2 -0.4
N -0.644857 6.879349 0.832334 0.0 0.0 -0.2
O -1.905549 7.606425 0.881223 0.6 -0.5 0.6
H -2.908627 5.386174 0.750702 0.0 0.1 0.3
H -1.867578 4.401914 -0.230137 0.2 0.0 0.2
H -2.202989 3.887811 1.415224 -0.2 0.0 -0.1
H -0.543657 6.374481 3.356691 0.0 -0.4 0.1
H -2.212220 5.929029 3.030602 0.1 -0.1 -0.1
H -1.052217 4.638918 3.395277 0.1 0.0 0.0
H 1.331398 5.384161 1.674587 -0.4 -0.6 0.1
H 0.484433 3.742942 1.488429 0.2 0.4 0.4
H 1.719468 4.116691 -0.593026 0.0 0.5 0.5
H 0.055214 4.368124 -0.884671 0.0 0.0 0.1
H 1.407289 6.244265 -1.819013 0.2 0.1 0.0
H 1.940247 6.621982 -0.152144 0.0 0.2 -0.2
H -0.765649 9.134274 -0.452168 0.0 -0.1 -0.3
H 0.432751 8.791079 -1.747817 -0.2 0.0 0.3
H 0.914530 8.870450 -0.051684 0.2 -0.1 0.1
H -1.208923 5.607229 -1.883522 -0.1 0.1 0.1
H -0.990832 7.195649 -2.581940 0.0 -0.1 0.1
H -2.208862 6.993397 -1.343737 0.1 -0.1 0.1
H -1.677280 8.293742 1.518619 -0.3 0.0 -0.1
C -6.019731 1.704785 -4.183378 -0.3 -0.3 -1.4
C -4.736058 2.325682 -3.689202 0.6 -0.3 1.4
C -3.518972 1.544448 -4.185679 0.6 -0.3 0.3
C -4.603179 3.811434 -4.059800 -1.0 -0.5 -0.3
C -5.654499 4.615199 -3.264135 0.7 0.6 -0.1
C -5.309327 4.496758 -1.764081 0.0 -0.8 -0.9
C -5.470916 2.991475 -1.333685 0.9 1.3 0.5
C -4.900445 2.779835 0.118788 -0.2 0.7 -0.3
C -6.885905 2.531298 -1.361441 -1.3 -0.5 1.0
N -4.639775 2.200794 -2.221495 0.7 -1.0 0.3
O -4.920494 0.767435 -1.918102 0.8 1.4 -0.1
H -6.330470 0.775477 -3.695174 0.6 0.2 -0.1
H -6.882185 2.354493 -4.132923 -0.1 0.4 0.0
H -5.819008 1.508424 -5.243298 -0.5 -0.2 0.0
H -2.610987 1.785748 -3.600236 -0.5 0.5 -0.4
H -3.614984 0.470929 -3.980641 -0.4 0.1 -0.5
H -3.331311 1.739256 -5.240843 0.0 -0.2 -0.1
H -3.544951 4.140512 -3.898369 -1.0 0.0 -0.1
H -4.900718 3.857811 -5.126115 0.6 0.2 0.3
H -5.664038 5.650822 -3.648474 0.2 -0.2 0.5
H -6.673719 4.275089 -3.472051 0.2 -0.2 0.0
H -5.964738 5.145015 -1.170982 0.4 -0.2 0.2
H -4.239076 4.766038 -1.696461 -0.5 0.1 0.5
H -4.837250 1.727684 0.388166 -0.2 -0.1 -0.1
H -5.536272 3.293861 0.864434 0.2 -0.2 -0.4
H -3.889334 3.192313 0.226421 -0.3 -0.1 -0.3
H -7.592438 2.884039 -2.113917 0.4 0.3 0.0
H -7.288923 2.729799 -0.364930 -0.4 0.0 -0.2
H -6.822671 1.455985 -1.453482 -0.4 -0.3 0.1
H -4.040873 0.564797 -1.595926 0.2 -0.6 0.3
C -1.171022 0.672244 -1.099287 0.2 0.7 -0.2
C -0.834280 -0.760902 -0.786918 2.5 -1.0 0.9
C -1.561966 -1.717017 -1.697792 -0.8 0.2 -0.2
C 0.733175 -1.026377 -0.928828 -0.2 0.8 0.0
C 1.559479 -0.224636 0.107610 -0.6 -1.8 1.0
C 1.075359 -0.722586 1.534544 0.1 0.5 -1.0
C -0.451885 -0.529381 1.768735 0.9 -0.3 -0.7
C -0.893179 -1.306965 3.013593 0.3 0.0 -0.2
C -0.796840 0.932758 1.935068 -0.4 0.3 0.3
N -1.157582 -1.123589 0.610859 -0.3 -0.6 -0.3
O -2.573311 -0.887907 0.736808 0.1 -0.1 0.3
H -2.054349 0.958268 -0.529034 -0.2 0.1 -0.3
H -0.372402 1.351437 -0.777816 -0.2 -0.1 -0.3
H -1.341541 0.814538 -2.171183 0.0 0.0 0.2
H -2.566013 -1.323821 -1.852579 -0.2 -0.1 -0.2
H -1.061206 -1.742544 -2.660827 0.0 -0.1 -0.2
H -1.678782 -2.722738 -1.295738 0.3 0.1 0.0
H 1.014398 -2.093130 -0.833174 -0.6 0.3 0.3
H 1.086155 -0.778890 -1.944387 -0.4 0.2 0.1
H 2.602310 -0.531891 -0.032717 0.0 0.2 0.2
H 1.512487 0.851190 0.024361 -0.2 0.3 -0.2
H 1.576805 -0.164216 2.338420 0.1 -0.3 -0.2
H 1.353611 -1.789264 1.566062 -0.2 0.3 0.3
H -1.889276 -0.994388 3.343356 0.1 -0.3 -0.1
H -0.199556 -1.096805 3.817817 0.2 0.2 0.3
H -0.819541 -2.390424 2.851545 -0.3 0.2 -0.1
H -1.885414 0.913949 1.851727 0.0 0.7 0.4
H -0.422163 1.581048 1.150626 0.2 -0.1 0.0
H -0.444602 1.343555 2.894324 -0.3 -0.2 -0.1
H -2.896184 -1.737363 1.053467 -0.1 -0.1 0.0
C -4.664457 -2.207382 3.886867 -0.6 0.3 0.3
C -6.038075 -1.873846 3.271268 0.2 -0.5 -1.1
C -5.885275 -0.525486 2.559237 0.3 0.2 -0.6
C -6.491355 -3.031723 2.349590 -0.3 -0.4 0.4
C -7.952685 -2.873621 1.902547 0.1 0.4 -0.3
C -8.905227 -2.810403 3.091678 1.0 -0.2 0.7
C -8.498133 -1.717983 4.089459 0.8 -0.3 0.2
C -8.897530 -0.360215 3.534560 -0.1 0.0 -0.6
C -9.127679 -1.922475 5.484439 -0.8 -0.1 -0.5
N -7.025848 -1.792771 4.318537 -0.2 -0.5 1.2
O -6.625174 -0.791178 5.232551 -0.2 -0.6 0.6
H -3.904562 -2.438624 3.136215 -0.2 0.3 -0.1
H -4.393015 -1.330055 4.485968 0.4 -0.4 -0.1
H -4.737764 -3.080288 4.526594 -0.1 -0.1 0.3
H -4.907696 -0.435214 2.078267 -0.1 -0.2 -0.2
H -6.661677 -0.301862 1.817131 0.3 -0.1 0.2
H -5.862012 0.272053 3.305699 -0.1 0.1 -0.2
H -5.814168 -3.105342 1.494622 -0.1 0.1 -0.1
H -6.403842 -3.990070 2.903680 0.1 0.5 -0.1
H -7.974775 -1.925810 1.360552 -0.4 -0.1 -0.3
H -8.284199 -3.679965 1.230997 0.3 0.3 0.1
H -8.855831 -3.786176 3.584816 -0.1 0.0 0.2
H -9.937736 -2.623789 2.839906 -0.3 0.0 -0.4
H -9.976793 -0.270145 3.575923 -0.3 0.2 0.1
H -8.606336 -0.251462 2.477119 -0.1 0.1 0.5
H -8.456971 0.438414 4.128177 -0.2 0.2 -0.1
H -8.721861 -2.779997 6.025669 0.4 0.2 -0.2
H -10.211150 -2.151019 5.402057 0.4 0.5 -0.1
H -8.980087 -0.991676 6.036144 -0.1 -0.3 0.3
H -6.740326 0.051460 4.790843 -0.1 0.5 -0.1
C 3.428180 -2.843126 -2.624668 0.3 0.2 0.6
C 4.675008 -3.559571 -2.026991 -1.1 -1.7 -1.8
C 5.035890 -3.089021 -0.655248 -0.7 0.3 0.9
C 4.435505 -5.121981 -2.030969 0.3 0.7 -0.2
C 5.751723 -5.831332 -1.788627 0.5 0.5 0.3
C 6.760221 -5.458732 -2.876836 -0.4 0.2 0.5
C 6.977024 -3.937998 -2.952970 1.0 0.0 -1.0
C 7.762522 -3.412399 -1.768762 0.6 -0.1 0.6
C 7.678115 -3.566483 -4.272880 0.5 -0.1 -0.3
N 5.691552 -3.282846 -3.066771 -0.5 1.2 0.9
O 5.958598 -1.819792 -2.885303 -0.4 -1.2 -0.9
H 2.491657 -3.140509 -2.160387 0.0 -0.1 0.3
H 3.570573 -1.764552 -2.493933 -0.3 -0.1 0.0
H 3.332340 -3.026787 -3.696460 0.2 -0.2 0.1
H 4.110226 -3.059251 -0.058018 0.3 0.2 -0.1
H 5.738626 -3.725766 -0.111511 -0.2 0.2 -0.2
H 5.452692 -2.093771 -0.768336 -0.1 0.2 0.5
H 3.744346 -5.374428 -1.217615 -0.2 0.1 -0.4
H 4.052914 -5.430654 -3.021919 -0.2 0.2 0.5
H 6.135690 -5.502543 -0.817297 0.1 -0.1 0.0
H 5.656591 -6.902707 -1.670161 -0.2 -0.3 -0.3
H 6.375455 -5.787219 -3.839043 0.1 -0.2 -0.2
H 7.706809 -5.948645 -2.656413 0.2 0.0 -0.3
H 7.436542 -2.396675 -1.548328 0.6 -0.1 -0.1
H 8.861186 -3.458787 -1.886482 -0.6 0.0 -0.1
H 7.490135 -3.993109 -0.898998 0.3 -0.2 0.3
H 7.592558 -2.495767 -4.452588 0.3 0.1 0.2
H 7.215877 -4.016286 -5.153713 -0.2 -0.3 0.2
H 8.742121 -3.847164 -4.285826 -0.3 0.1 0.1
H 5.723503 -1.547756 -3.773411 0.0 0.5 -0.1
C -1.883050 -5.756139 -8.556837 0.4 0.9 0.1
C -1.960586 -4.644838 -7.471917 -1.0 -1.3 1.4
C -3.453375 -4.454862 -7.237224 -1.3 -1.1 1.1
C -1.186525 -5.031142 -6.178786 -0.1 1.6 0.1
C -1.106992 -3.815036 -5.188279 0.4 -0.4 -0.6
C -0.397325 -2.598297 -5.834443 -1.4 -1.3 -1.1
C -1.228741 -2.250007 -7.149738 1.8 1.3 0.9
C -2.527075 -1.541907 -6.812632 -0.3 -0.6 1.3
C -0.357453 -1.293885 -7.974882 -0.7 0.8 -0.2
N -1.369205 -3.440349 -7.960703 0.0 0.2 -1.5
O -2.239219 -3.046509 -9.067115 1.5 0.1 -0.6
H -2.271145 -6.709450 -8.205312 0.2 0.0 0.2
H -2.514160 -5.451559 -9.390723 0.1 0.0 -0.1
H -0.853310 -5.829159 -8.913491 0.0 -0.3 0.0
H -3.918009 -4.124303 -8.159962 -0.2 -0.1 0.1
H -3.911048 -5.419319 -6.923422 0.3 0.3 -0.5
H -3.791794 -3.797690 -6.431741 0.5 0.1 -0.2
H -1.635717 -5.835280 -5.606025 -0.2 -0.4 -0.4
H -0.188727 -5.311053 -6.505586 0.3 -0.2 0.2
H -2.124506 -3.600478 -4.863386 -0.1 0.3 0.0
H -0.597303 -4.133940 -4.287994 0.3 -0.1 0.2
H 0.595716 -2.939484 -6.176376 -0.2 0.3 0.3
H -0.302576 -1.739201 -5.152081 -0.1 -0.2 -0.4
H -3.002625 -2.171106 -6.064543 -0.4 0.4 0.1
H -3.221105 -1.454033 -7.635717 0.1 0.1 -0.3
H -2.373448 -0.580885 -6.325714 0.2 0.2 -0.2
H -0.999460 -0.816923 -8.743633 0.5 -0.1 0.3
H 0.482156 -1.780783 -8.453225 0.2 -0.3 -0.1
H 0.037774 -0.505146 -7.327434 -0.1 0.0 -0.1
H -1.564397 -2.944524 -9.759685 -0.6 0.0 0.1